Record 1
{"formula": "C72H172AsF6N9O5", "method": "the ωB97M-V functional and the def2-TZVPD basis", "gap_ev": [3.847, 9.935], "homo_ev": [-14.531, -20.627], "charge": 7, "mol_weight_g_mol": 1433.14, "multiplicity": 2, "s_squared": 0.7523, "elements": ["H", "H", "H", "H", "C", "C", "H", "H", "C", "H", "H", "C", "H", "C", "H", "H", "H", "H", "H", "H", "H", "H", "H", "N", "H", "H", "H", "C", "C", "C", "H", "H", "H", "H", "H", "C", "H", "F", "H", "H", "C", "H", "C", "H", "C", "F", "H", "H", "H", "H", "N", "C", "H", "C", "H", "H", "C", "H", "H", "H", "H", "H", "H", "C", "H", "H", "H", "C", "C", "H", "H", "C", "C", "C", "C", "C", "H", "C", "H", "H", "C", "H", "C", "H", "H", "H", "C", "H", "N", "H", "C", "H", "H", "H", "H", "H", "C", "H", "H", "H", "H", "C", "C", "H", "H", "C", "H", "C", "C", "N", "H", "H", "C", "H", "H", "C", "H", "H", "H", "C", "O", "H", "H", "H", "H", "H", "C", "H", "H", "C", "H", "H", "H", "C", "C", "C", "H", "H", "C", "H", "H", "H", "H", "O", "H", "H", "N", "C", "H", "C", "H", "H", "H", "H", "H", "C", "H", "C", "N", "H", "O", "H", "C", "C", "H", "C", "H", "C", "H", "H", "H", "H", "H", "H", "H", "H", "H", "As", "H", "H", "F", "C", "H", "H", "H", "H", "H", "H", "N", "C", "H", "N", "C", "H", "H", "H", "H", "H", "C", "H", "N", "H", "H", "H", "H", "H", "C", "H", "C", "H", "H", "H", "H", "C", "H", "H", "H", "C", "H", "C", "H", "H", "O", "H", "C", "H", "H", "H", "C", "H", "C", "H", "H", "F", "C", "H", "H", "H", "H", "H", "H", "C", "H", "H", "H", "H", "C", "O", "C", "C", "F", "H", "C", "H", "C", "H", "C", "C", "H", "F", "H", "H", "H", "H", "H"], "positions_angstrom": [[-4.55417, -2.43631, 3.18146], [-0.99186, -6.02586, 7.82217], [-4.39466, -1.51083, -9.35055], [-6.62636, 2.70761, -4.66784], [-2.53482, 0.69178, -8.91371], [5.37599, 5.04300, -0.83379], [-3.57243, -0.63342, -12.23249], [2.00768, -5.88220, -2.23546], [-4.17151, -0.59323, -11.32278], [9.06499, 6.08437, -2.24113], [-8.01883, -0.60423, 6.16813], [-4.74657, 5.14351, -6.09297], [1.77700, 4.01993, 1.13026], [-8.68705, -1.49322, 4.21951], [0.01535, -5.13669, -0.37964], [7.06413, -4.65787, 1.67323], [3.48320, -2.68170, 0.48221], [-9.11815, 4.04295, 2.87367], [2.68349, -0.59980, 6.03014], [4.04983, 5.56757, 0.82075], [3.28784, -2.42247, -5.72381], [10.09438, -1.92255, -1.04235], [3.86715, 3.74774, 4.30128], [-5.94312, 4.97217, 2.27021], [-5.72249, 4.68152, -6.24217], [-8.30049, -2.41462, 5.90815], [1.52187, -5.35694, 7.20442], [2.84744, -4.67942, 2.79027], [-5.31094, 0.22230, 3.74665], [-6.97089, 4.06018, 3.02054], [1.03472, -8.16069, -2.14144], [2.62665, -1.56007, 1.49787], [5.77862, 0.16975, 0.56821], [-0.78038, -5.25850, 5.64542], [-0.18206, -0.68947, -7.48697], [-1.98939, -3.66484, -3.60296], [1.51291, 1.93697, 4.06018], [-1.71645, -0.99518, -1.62983], [-4.12037, 4.68200, -2.95455], [0.16946, -0.36389, 6.28934], [-5.66800, 2.23041, -4.87261], [-8.70102, 6.79272, 1.86828], [2.25444, 3.46716, 0.32119], [9.75662, -0.96539, 0.42310], [-0.74917, -0.40886, -5.05096], [-1.86181, -0.47963, 0.82885], [-1.15326, -3.90280, -0.97065], [-8.91086, 5.42457, 1.02615], [-4.15067, 4.95355, 1.22242], [-6.79109, 5.16266, 0.35922], [-4.50519, 3.15819, -4.41616], [8.24587, 6.20411, -1.53204], [-5.39761, -1.49394, 1.92922], [2.25390, -3.38944, -3.61459], [-5.10845, 6.25366, -7.98269], [-5.43270, 0.54362, 2.71223], [-4.21842, 0.93000, -3.32462], [0.06420, -1.12751, -4.95068], [-0.37121, -5.44664, 2.83463], [-6.77775, 3.75991, 4.05041], [3.37502, 2.24892, 7.83917], [-6.35140, -2.75983, 2.80249], [-2.95277, 4.48846, -5.06872], [-3.80177, 3.97493, -5.51991], [-0.25432, -1.52732, 2.96205], [-3.16117, -0.10317, 3.35532], [-1.17937, -0.09255, -4.10071], [-5.61163, 1.04245, -4.00744], [1.48531, -4.37619, 2.15656], [3.19949, 2.75645, 2.80279], [-0.27341, -6.65669, 4.87600], [2.19298, 0.36587, 6.15254], [-3.83927, 2.32253, 0.27445], [-7.74714, -0.79593, 3.30723], [6.63092, 3.50927, 1.05481], [-7.91357, -1.47308, 5.51842], [1.74422, 3.47954, -0.64192], [3.64302, 0.36897, 4.00037], [8.47618, 7.00224, -0.82632], [-4.30515, 0.44240, -11.01018], [-5.19010, 3.11082, 0.61846], [-0.99392, -2.00347, -10.48185], [0.77849, 0.18055, 5.56769], [3.50523, -5.24766, 2.13261], [3.27190, -1.03388, -0.02778], [7.87574, 6.17795, 1.37679], [-4.30881, 5.75900, -7.43133], [-4.94519, 5.92360, -5.35804], [0.15471, -4.72652, -2.60152], [4.84079, 0.81194, 6.56306], [0.28388, -4.60481, 3.05885], [4.06698, 3.57764, 6.85684], [-1.59958, 0.70811, -8.35413], [-0.47620, -2.31938, -6.85295], [10.21951, -4.12192, 3.76388], [-1.34639, -0.81220, -11.33957], [1.05151, -5.96724, -2.75179], [-6.04171, -2.68734, 5.22501], [-2.53929, -3.96666, -2.71154], [-6.03313, 2.46960, 0.87583], [8.75058, 3.51804, 1.49690], [-1.17749, -0.94982, -10.27157], [0.13826, -5.77571, 5.36848], [-4.30727, 0.95846, -2.23862], [-3.58278, 6.53962, -7.20416], [3.06413, 3.23307, 3.77368], [-3.12912, -1.71980, -7.51792], [9.78860, -1.97058, 0.00278], [-8.30604, 4.76798, 2.92745], [-6.24968, -1.06623, 3.79825], [7.78193, -2.43641, -0.52291], [-2.13129, -2.69108, -8.37739], [2.83542, -3.40082, -5.88591], [-2.32884, 1.28670, -9.80351], [-4.82597, 0.98452, -8.88947], [4.09274, 4.94247, -0.07115], [5.35579, 4.32917, -1.65728], [5.55429, 6.01216, -1.29966], [-3.58786, 3.22953, -6.28589], [4.24274, 2.58507, 7.27158], [0.86498, -0.54803, 4.30241], [1.62379, -3.11456, -1.66501], [-3.43314, 2.07941, 1.25632], [7.74166, 3.95719, -1.51862], [2.42800, -3.49251, -6.89274], [1.71504, -2.74060, 4.50601], [4.48585, 1.71352, 6.06378], [-4.38827, 3.71729, 2.51645], [1.23214, -6.03242, -3.82475], [1.11095, -3.40183, -2.58293], [-3.70580, 0.98383, 6.13420], [-5.91138, 0.96783, 4.26795], [-2.24858, 0.98514, 5.26083], [-3.39629, 2.10748, -3.97809], [-5.52182, -2.05479, 2.85557], [-2.20425, -1.64233, -8.08952], [-0.30046, -0.41981, -9.90005], [3.35276, 5.42960, -0.70616], [1.34244, -3.52733, 5.16199], [6.14793, -3.46426, 2.71121], [2.21745, -3.74802, 5.77335], [-5.86133, 0.30587, -4.77111], [-4.92383, 3.34678, -2.19024], [1.76123, -3.56839, -4.94568], [1.33907, -5.06600, 1.32536], [-7.17144, 3.23519, 2.33696], [0.93541, -4.88063, 4.44386], [3.49226, -1.65281, 0.84196], [-3.29869, -2.44944, -10.47639], [2.33016, 2.32970, 4.66514], [0.47085, -2.54973, -2.81163], [-4.12332, 0.56503, -7.37335], [-4.93221, 5.43020, 3.99208], [-3.94537, 2.17034, -8.10018], [8.09589, -2.72240, 3.73116], [-6.86246, 5.77366, 1.25904], [-2.72467, 2.58509, -3.26470], [-8.24589, 5.80452, 1.80175], [7.77624, -2.55771, 1.64158], [10.63709, -2.40901, 0.52810], [3.72463, 3.66184, 0.23371], [-4.50945, 6.58251, 2.65591], [7.08624, -1.14464, 1.68590], [5.88094, -0.89567, 0.77437], [-6.37807, 6.73438, 1.08444], [-6.44016, -1.67311, 5.19917], [2.78497, -2.43817, -3.64853], [9.75584, -3.80780, 2.82877], [-7.89459, -0.98141, 2.24330], [6.10390, 5.89202, 1.82829], [-5.36986, 3.63203, -0.32181], [5.95553, -1.35429, -0.21163], [4.53024, 0.80233, 3.53869], [0.22034, 1.10164, 5.39996], [-0.24894, 0.45809, -5.48257], [2.17344, 0.63725, 7.20804], [-3.68352, 0.00684, -3.54767], [-0.55905, -0.33214, -0.40549], [-8.91756, -2.45436, 3.75998], [-5.19390, -0.95078, -11.44510], [-0.05413, -1.98824, 0.14478], [-4.90309, 3.93857, -3.10537], [2.38387, 4.05702, 3.55811], [1.77510, 2.76933, 5.49385], [-7.88920, 0.28452, 3.33047], [-5.66602, -1.13884, 5.74995], [-6.11405, 6.72449, 3.42646], [2.06650, -6.52920, 3.60565], [6.67610, 4.81827, 0.11006], [7.80097, 3.47985, 2.03065], [-3.91738, 1.43471, -0.35307], [-2.44143, -0.78201, -9.39235], [-0.16240, -6.70032, 7.60959], [6.50044, 2.68581, 0.35268], [0.24901, -7.21408, 8.47844], [-6.39100, 1.08461, -3.24658], [-0.47229, -7.53921, -2.84608], [0.40850, -3.23091, 5.63946], [6.67656, -3.64422, 1.77512], [-3.61047, 2.08745, 4.70504], [3.18890, 1.20115, 5.27370], [-3.81502, -0.92452, 4.79383], [8.70648, 4.60264, -0.15778], [-1.19917, -0.82173, 4.33456], [-5.51099, 2.16337, -5.94915], [1.36663, -3.42357, 1.64031], [-0.89163, -4.74513, -3.79722], [5.74964, 3.66593, 1.67681], [0.40147, -7.27995, -2.24824], [3.60527, -4.17246, -5.88390], [5.85037, -3.59796, 1.06563], [1.61356, -6.83658, 6.31198], [7.68101, 2.45499, 2.38189], [7.90144, 4.81246, -0.86204], [-8.38282, 5.36341, 3.83721], [3.03145, -5.67158, 4.80389], [2.83475, 0.39554, 3.26956], [8.49501, -2.78874, 0.22241], [2.10133, 2.43575, 0.63878], [2.29750, -5.54301, 4.00836], [5.18746, 2.61221, 7.81461], [5.21120, 2.07616, 5.33545], [4.77676, -1.39512, 1.54534], [8.71637, -3.84510, 0.07006], [-0.95253, -1.38963, -7.16407], [-1.65534, -2.63173, -3.69882], [10.56088, -3.44749, 2.18832], [6.82316, -1.03820, 2.73830], [-3.84421, -0.01111, 4.19977], [2.91806, -4.17202, -3.24778], [-3.91598, 1.09932, -8.30052], [6.44556, 7.01136, 0.60402], [-1.30046, -5.61930, -1.37359], [0.82081, -0.36643, -1.57381], [6.83891, 6.09795, 1.05018], [9.40184, -1.73060, 3.00597], [9.39948, -4.78600, 2.50589], [0.19980, -7.24321, -1.17768], [4.11194, -0.58597, 4.23767], [7.41602, 6.45923, -2.19110], [-9.63313, -0.95463, 4.27364], [-0.59336, -4.80404, -1.22043], [7.80334, 4.25820, 2.79371], [-0.57075, -7.53096, 7.03391], [-1.31149, -5.73825, -3.63748], [-3.20048, 3.06028, -0.21112], [0.91046, -6.08540, 6.67185], [-1.60121, -1.02182, -5.97405], [-3.66295, -1.47283, -10.15755], [-0.38235, -0.67404, 3.62809], [-0.86045, 1.41243, -0.92157], [-2.73528, -3.84803, -4.37638], [8.78094, -2.61889, 2.88969], [7.85173, -0.43126, 1.38058], [-3.32104, 1.12370, 5.12400], [-3.81728, 5.15253, -8.19205], [-5.30405, 6.04169, 3.16994], [-4.82083, 4.20319, 1.64187], [3.22152, -3.77126, 3.26293], [0.67713, 0.25338, 0.90266], [-0.52651, 0.19050, 2.98010], [-5.81974, 4.46071, -3.37960], [-0.39567, -4.75363, -4.76781], [-0.34253, -3.72113, 3.18063], [-2.86581, 1.84863, -4.89443]]}

***

Record 2
{"formula": "C26H46BrF3N2O4S", "method": "the ωB97M-V functional and the def2-TZVPD basis", "gap_ev": 9.002, "homo_ev": -9.402, "mol_weight_g_mol": 619.63, "elements": ["C", "C", "H", "C", "H", "C", "H", "C", "H", "C", "S", "H", "C", "Br", "F", "O", "H", "H", "H", "H", "C", "C", "H", "H", "C", "H", "H", "C", "C", "H", "C", "H", "H", "N", "H", "C", "H", "H", "C", "C", "C", "H", "H", "H", "H", "C", "F", "H", "C", "F", "O", "H", "H", "C", "H", "H", "N", "H", "H", "H", "H", "H", "H", "H", "H", "H", "H", "O", "C", "H", "H", "O", "H", "C", "H", "C", "H", "C", "H", "C", "H", "C", "H"], "positions_angstrom": [[-0.61788, -2.88031, 1.95702], [2.34768, 4.97715, 0.08540], [-1.92289, -0.45863, 1.69818], [4.00284, 3.15696, -0.67295], [-0.38886, -1.81060, 1.96899], [3.32772, 3.87034, 0.51269], [4.13671, 4.35095, 1.08576], [4.47000, -4.83478, -0.62198], [3.59593, 0.39533, 0.08291], [-4.00021, 0.01832, 1.34255], [-2.77134, -4.48319, 1.81485], [4.39619, -4.36257, -1.61217], [-2.72234, -2.08206, 0.44260], [-4.45905, -2.98644, 0.25190], [-3.31248, -1.03355, -5.06185], [-0.10739, -0.64124, -1.85588], [-4.03808, -0.82004, -1.35228], [2.60287, 5.23930, -0.95280], [-2.42006, 3.96658, -0.17398], [0.51722, -4.66541, 1.39811], [0.71168, -3.62080, 1.66558], [-3.19580, -1.18772, -1.94805], [5.82791, 2.49691, 0.30410], [-3.06846, -1.54205, 2.46049], [1.60447, -2.99340, 0.58198], [1.30626, -3.65056, 2.59083], [-3.17625, 1.04606, -0.45282], [-1.70748, -3.24008, 0.89512], [-0.91164, -0.79433, -0.67779], [-1.76006, -5.14144, 2.43643], [-2.31094, -0.45790, -4.29537], [0.56437, 2.78958, 1.19775], [-0.92072, -3.17809, 2.95786], [-1.23640, -3.90984, -0.32702], [3.44492, -3.43567, 1.69376], [-1.15694, 4.00360, 1.55066], [3.67155, -2.71340, 0.10901], [-1.21425, 0.19992, -0.32346], [-2.85663, -1.00125, 1.52722], [4.98126, 2.04922, -0.22787], [-2.02545, 3.21857, 0.52730], [-2.14579, 0.70234, -2.49200], [-4.76798, 1.53285, 0.06901], [-1.40051, 3.65538, 2.56433], [5.29073, -4.37132, -0.05811], [-1.65528, -3.10339, -1.43806], [-1.88994, 0.68754, -4.98037], [0.56648, 4.06830, -0.82047], [4.35162, 0.95839, 0.64820], [-1.23917, -1.32318, -4.27781], [-1.66313, -3.53955, -2.59079], [-3.76018, 0.50323, -3.12855], [-3.59733, -2.01632, -2.54057], [0.85323, 4.60772, 0.09202], [-4.91585, -0.47761, 1.01991], [4.71384, -5.89608, -0.73717], [0.90309, 0.32217, -1.55267], [0.30112, 5.56030, 0.04541], [1.60530, -1.89942, 0.71349], [-1.41858, 5.06652, 1.51032], [1.21315, -3.23199, -0.41495], [4.58199, 3.90821, -1.22546], [-4.20974, 0.42799, 2.34075], [3.22612, 2.74418, -1.32797], [-1.82397, -4.73828, -0.40752], [-1.39351, 2.54504, -0.06540], [0.92278, 4.13481, 2.24775], [3.23437, -4.71832, 0.05904], [3.06068, -3.44502, 0.66058], [5.13209, 0.22887, 0.90442], [5.38011, 1.57066, -1.13379], [0.90594, 1.16931, -2.34083], [-3.01226, 2.23133, 2.21891], [0.35993, 3.86498, 1.34397], [2.87955, 3.13889, 1.18776], [-2.82890, -0.03779, -2.91381], [3.93442, 1.33419, 1.58311], [-2.10857, -1.69854, -0.95499], [-4.03733, 3.24646, 1.21911], [-3.77184, 1.25087, 0.43830], [-0.27461, -1.21931, 0.10826], [-3.22610, 2.50759, 1.18098], [2.51603, 5.89450, 0.66292]]}